[1]
# C27H34BCl4N6O2PtS3

A molecular structure, C27H34BCl4N6O2PtS3 (wB97M-V/def2-TZVPD, OMol25).

Its gap between HOMO and LUMO (spin up / spin down) is 5.5 / 5.9 eV. As for the total charge: -1. The value obtained for the energy relative to the best compared isomer or geometry (same formula, charge and spin) is 0.0 kcal per mole. The HOMO energy (spin up / spin down) comes out at -3.212 / -3.662 eV. The energy comes out at -128111.9835 eV. Its spin multiplicity is 3. The expectation value of S² is 2.011.

Atoms and positions in Å:
Pt  -0.01327  -0.15706  -0.13203
C  3.06872  0.21386  -3.19117
C  3.32665  1.68615  -2.89367
C  4.74414  2.03180  -3.35736
C  2.28138  2.51470  -3.64794
N  3.21586  2.05226  -1.44812
C  3.40940  3.37710  -1.07358
C  3.13182  3.46348  0.23380
N  2.76378  2.21163  0.67858
B  2.20560  2.09503  2.12225
N  2.30194  0.66410  2.70632
C  3.52390  0.21420  3.15191
C  3.38729  -1.06710  3.53061
N  2.06174  -1.41415  3.32118
C  1.40812  -0.34588  2.78855
S  -0.26279  -0.28713  2.36167
C  1.49280  -2.77477  3.58993
C  0.99742  -3.39120  2.28533
C  2.59678  -3.66645  4.15762
C  0.37991  -2.66475  4.63014
N  0.77520  2.67702  2.24538
C  0.35264  3.11240  3.48314
C  -0.93692  3.47254  3.38428
N  -1.32009  3.25783  2.06856
C  -0.25319  2.77307  1.37463
S  -0.23010  2.36707  -0.29823
C  -2.71043  3.46310  1.55146
C  -3.57728  4.02032  2.67975
C  -2.68792  4.48539  0.41644
C  -3.29576  2.12086  1.11345
C  2.82197  1.34005  -0.35498
S  2.45998  -0.34080  -0.27310
H  3.17628  0.09610  -4.27213
H  2.06875  -0.09907  -2.90122
H  3.78057  -0.44051  -2.69282
H  4.85524  1.75871  -4.40750
H  5.47634  1.47109  -2.77417
H  4.96626  3.09494  -3.26032
H  2.30311  2.24846  -4.70564
H  2.46230  3.58661  -3.56263
H  1.28650  2.30406  -3.25307
H  3.70052  4.14122  -1.76859
H  3.13593  4.31455  0.89182
H  2.91739  2.79454  2.81578
H  4.39116  0.85049  3.15137
H  4.11731  -1.74502  3.92564
H  1.78919  -3.39750  1.53431
H  0.15626  -2.84901  1.86414
H  0.68689  -4.42081  2.47223
H  3.41142  -3.80492  3.44464
H  2.15828  -4.64405  4.35388
H  2.99778  -3.28266  5.09839
H  -0.43697  -2.04499  4.26758
H  0.76657  -2.23958  5.56013
H  -0.00926  -3.66323  4.83809
H  1.00768  3.10231  4.33618
H  -1.60501  3.83554  4.13979
H  -3.21686  4.98538  3.04275
H  -3.65120  3.32224  3.51517
H  -4.58013  4.16515  2.27979
H  -2.28801  5.43941  0.77006
H  -3.70891  4.64508  0.06408
H  -2.08356  4.13326  -0.41634
H  -3.27513  1.40916  1.94178
H  -2.75579  1.66725  0.28664
H  -4.33580  2.26688  0.81322
Cl  -3.61879  -6.04932  -0.30070
C  -3.19710  -4.36435  -0.34280
C  -4.17787  -3.39369  -0.26354
Cl  -5.84936  -3.84167  -0.11290
C  -3.81243  -2.04015  -0.30821
Cl  -5.02361  -0.79298  -0.21822
C  -2.48642  -1.63158  -0.43515
O  -2.13927  -0.37342  -0.50290
C  -1.46635  -2.63845  -0.49923
O  -0.21587  -2.26697  -0.59888
C  -1.85360  -3.97720  -0.45636
Cl  -0.59842  -5.17624  -0.59203

***

[2]
# C3H13NO3

4 unconnected molecules or ions with the total composition C3H13NO3 in a non-equilibrium geometry (wB97M-V/def2-TZVPD, OMol25).

Its gap between HOMO and LUMO is 9.0 eV. The value obtained for the energy relative to the best compared isomer or geometry (same formula, charge and spin) is 43.8 kcal per mole. The HOMO energy comes out at -8.472 eV. The energy comes out at -10952.8719 eV. The structure (SMILES) is C=CNC.O.O.O.

Atoms and positions in Å:
C  -1.52472  -1.80248  0.32744
C  -0.51769  -1.42213  1.16757
N  0.30473  -0.22201  1.04948
C  0.47304  0.62296  2.23677
H  -1.94169  -1.15443  -0.40136
H  -2.07604  -2.77310  0.53389
H  -0.10523  -2.19155  1.75922
H  0.00685  0.29095  0.26598
H  -0.45934  1.31310  2.59038
H  0.82256  0.12562  3.07966
H  1.27667  1.40761  1.91983
O  2.17070  -0.14098  -1.07354
H  2.96238  0.39965  -0.88264
H  2.03404  -0.70692  -0.30712
O  -1.80925  1.55371  -1.02653
H  -2.05071  1.19467  -1.90240
H  -0.82402  1.69513  -1.20141
O  0.17607  0.89166  -2.66547
H  1.05193  0.90182  -2.35078
H  0.02972  0.01671  -3.11897

***

[3]
# C3H3IN2O

2 unconnected molecules or ions with the total composition C3H3IN2O in a non-equilibrium geometry (wB97M-V/def2-TZVPD, OMol25).

Its gap between HOMO and LUMO is 10.0 eV. The value obtained for the energy relative to the best compared isomer or geometry (same formula, charge and spin) is 78.5 kcal per mole. The HOMO energy comes out at -10.224 eV. The energy comes out at -16283.5924 eV. The structure (SMILES) is C#[N+][O-].N#CCI.

Atoms and positions in Å:
C  0.61789  -1.06289  0.75458
N  1.04854  -1.90098  0.04559
O  1.23268  -2.71059  -0.79726
H  0.01859  -0.75838  1.58327
N  1.03563  1.23951  -1.79421
C  0.07280  0.95541  -1.22857
C  -1.23515  0.58623  -0.62988
I  -2.61568  2.14755  -0.94522
H  -1.70568  -0.26231  -1.13987
H  -0.99326  0.33705  0.41885

***

[4]
# C4H8N

A molecular structure, C4H8N in a non-equilibrium geometry (wB97M-V/def2-TZVPD, OMol25).

Its gap between HOMO and LUMO is 8.3 eV. As for the total charge: +1. The value obtained for the energy relative to the best compared isomer or geometry (same formula, charge and spin) is 107.6 kcal per mole. The HOMO energy comes out at -12.836 eV. The energy comes out at -5755.1995 eV.

Atoms and positions in Å:
C  1.02142  0.99822  1.49008
C  0.96767  -0.36323  0.61403
C  -0.05514  1.50204  0.89562
C  -0.21081  0.11723  0.15341
N  -1.30490  -0.56980  -0.57705
H  1.56994  1.50992  2.35842
H  0.68535  -1.00328  -2.43463
H  1.40921  -1.30373  0.50891
H  -0.56114  2.38237  0.87973
H  1.07288  -1.05370  -1.82062
H  -1.55090  -1.42606  0.00893
H  -1.03350  -0.93815  -1.42483
H  -2.01008  0.14818  -0.65200

***

[5]
# C42H118N8O18

13 unconnected molecules or ions with the total composition C42H118N8O18 in a non-equilibrium geometry (wB97M-V/def2-TZVPD, OMol25).

Its gap between HOMO and LUMO is 8.9 eV. The value obtained for the energy relative to the best compared isomer or geometry (same formula, charge and spin) is 61.5 kcal per mole. The HOMO energy comes out at -8.611 eV. The energy comes out at -94234.6279 eV.

Atoms and positions in Å:
C  3.21604  1.65728  0.87396
C  3.52820  2.72805  -0.11929
O  4.56820  3.58690  0.39291
O  4.37458  0.85458  1.01843
H  2.33576  1.02993  0.62533
H  2.88537  2.04187  1.85629
H  2.71512  3.41036  -0.35757
H  3.85444  2.29184  -1.07391
H  5.38669  3.06915  0.39864
H  4.18519  -0.02929  1.39227
C  -0.29533  -1.12503  -5.42384
C  0.00067  0.35995  -5.44758
O  0.51252  0.78041  -6.71306
O  0.50028  -1.88324  -4.54042
H  -0.32774  -1.42302  -6.48396
H  -1.30977  -1.35382  -5.07932
H  0.57589  0.67559  -4.56578
H  -0.95225  0.88444  -5.25893
H  -0.07792  1.42855  -7.09546
H  1.42044  -1.75459  -4.82539
C  -1.69275  4.59195  4.48852
C  -1.21164  3.54544  3.52171
O  -1.30630  2.25543  4.14262
O  -0.80859  4.85672  5.55733
H  -2.71843  4.39234  4.82246
H  -1.77023  5.48996  3.85860
H  -0.16245  3.73608  3.34174
H  -1.88667  3.52426  2.66531
H  -2.21935  2.14436  4.45070
H  -1.00209  4.21099  6.24621
C  6.16597  -3.46291  -0.46281
C  4.88128  -4.07617  -0.93588
O  5.13112  -5.35078  -1.43466
O  7.09596  -3.38883  -1.56646
H  6.69851  -3.99660  0.33244
H  5.96519  -2.42867  -0.21505
H  4.46976  -3.37273  -1.67476
H  4.12517  -4.07936  -0.13520
H  4.63400  -6.00148  -0.87652
H  7.04132  -4.24194  -2.02830
C  -1.66376  -3.46638  1.90843
C  -0.77492  -4.11703  2.91096
O  -1.51019  -5.00241  3.76562
O  -2.66752  -2.63010  2.51801
H  -2.09322  -4.21969  1.23875
H  -0.98862  -2.77987  1.37836
H  -0.34294  -3.37598  3.60966
H  0.17363  -4.51154  2.52569
H  -1.19843  -5.89735  3.58941
H  -2.95579  -3.12398  3.30792
C  1.56188  -1.27620  -0.87894
C  0.03227  -1.13549  -0.88093
C  -0.36919  0.29361  -1.26167
O  0.19532  1.18302  -0.31587
C  -0.55958  1.32509  0.85840
N  -0.57172  -2.27676  -1.56812
H  1.88628  -1.39130  -1.91871
H  1.83808  -2.16000  -0.29491
H  2.06046  -0.43930  -0.38604
H  -0.28933  -1.26406  0.17265
H  -1.46522  0.36703  -1.22794
H  0.04715  0.51238  -2.25216
H  -0.72887  0.44806  1.51292
H  -1.55311  1.76453  0.67143
H  -0.00502  1.94275  1.56904
H  -1.55579  -2.02415  -1.82774
H  -0.15112  -2.49613  -2.47230
C  -2.84091  8.35750  1.20312
C  -1.68500  7.54242  1.76218
C  -1.32372  6.42590  0.80955
O  -0.37172  5.62983  1.39427
C  0.17254  4.72330  0.52354
N  -0.50835  8.37146  1.98375
H  -2.71886  8.60751  0.14863
H  -2.94844  9.23354  1.84259
H  -3.76452  7.77385  1.23614
H  -2.02593  6.97936  2.64971
H  -0.97286  6.85590  -0.14178
H  -2.23255  5.84177  0.57039
H  0.86824  4.08583  1.05739
H  0.62584  5.20779  -0.34277
H  -0.61127  4.03707  0.17905
H  -0.75618  9.29795  2.31181
H  0.18924  8.00213  2.61136
C  4.34339  -3.69743  3.13203
C  4.04851  -2.27241  2.63590
C  3.35033  -1.51233  3.79926
O  1.98456  -1.79349  3.91244
C  1.20197  -1.19953  2.95111
N  5.22758  -1.55967  2.22304
H  4.84697  -4.24389  2.31885
H  3.38078  -4.20300  3.26440
H  4.95781  -3.86116  4.01824
H  3.31182  -2.47955  1.85799
H  3.46100  -0.42830  3.65865
H  3.80767  -1.81855  4.73481
H  0.18696  -1.60228  2.97005
H  1.62480  -1.20314  1.94113
H  0.99633  -0.14635  3.22564
H  6.06563  -1.90847  2.67130
H  5.48835  -1.48590  1.25902
C  1.80426  -6.18769  -2.27144
C  1.65917  -6.71143  -0.85757
C  0.72722  -7.90727  -0.77373
O  0.71107  -8.36965  0.56621
C  0.54594  -9.74146  0.67952
N  3.01499  -7.02930  -0.38948
H  2.15429  -5.15970  -2.25963
H  0.79637  -6.07077  -2.68840
H  2.43147  -6.83157  -2.87921
H  1.25261  -5.89493  -0.25388
H  1.13083  -8.68869  -1.43245
H  -0.28072  -7.56674  -1.04074
H  -0.41359  -10.15654  0.36183
H  0.64631  -9.94745  1.75095
H  1.38170  -10.28110  0.21483
H  3.01935  -7.23177  0.60940
H  3.38822  -7.85686  -0.85131
C  6.85808  2.44446  -3.31371
C  5.90181  2.35572  -2.12667
C  5.18828  1.00931  -2.03348
O  4.24327  0.69786  -3.02284
C  3.19097  1.54324  -2.99506
N  6.61985  2.56060  -0.81659
H  7.76537  1.85648  -3.19426
H  7.17000  3.48784  -3.41943
H  6.27752  2.16520  -4.19831
H  5.14775  3.14391  -2.22005
H  4.71607  1.02024  -1.02936
H  5.97124  0.24446  -1.97997
H  3.39157  2.60901  -2.96475
H  2.46592  1.24370  -2.22838
H  2.63344  1.39782  -3.92825
H  6.57179  1.69405  -0.27850
H  7.60394  2.75222  -0.94191
C  -5.05447  -0.12962  -1.09270
C  -3.90894  -1.14179  -1.01224
C  -4.25068  -2.45001  -0.35203
O  -5.28205  -3.12259  -1.05277
C  -5.29027  -4.52995  -0.76275
N  -3.43363  -1.53347  -2.36626
H  -4.78904  0.82075  -1.57040
H  -5.49373  0.17103  -0.12935
H  -5.91876  -0.54002  -1.62919
H  -3.08676  -0.86946  -0.32699
H  -4.62363  -2.34350  0.67383
H  -3.34555  -3.06928  -0.32880
H  -6.19507  -4.93445  -1.19404
H  -5.27183  -4.64655  0.33600
H  -4.37089  -5.00355  -1.13379
H  -4.13256  -2.18510  -2.72724
H  -3.37613  -0.76615  -3.02616
C  -4.28647  0.33384  2.59888
C  -5.29636  1.01212  3.53459
C  -6.24955  0.02916  4.27119
O  -5.60421  -0.65765  5.26786
C  -6.40552  -1.70140  5.79808
N  -4.41831  1.77663  4.56695
H  -3.45290  -0.06831  3.18477
H  -3.85175  1.04813  1.90757
H  -4.70872  -0.57181  2.14443
H  -5.92062  1.77043  3.05464
H  -6.80657  -0.64474  3.59840
H  -7.07340  0.64311  4.69301
H  -5.84587  -2.12971  6.61920
H  -6.52857  -2.47124  5.02543
H  -7.38481  -1.30681  6.07456
H  -5.07420  2.43406  5.00692
H  -4.14652  1.08251  5.25967
C  -4.01126  6.74598  -4.48887
C  -3.34452  5.45789  -4.97607
C  -2.20757  5.06434  -4.03847
O  -1.75215  3.79098  -4.38841
C  -0.90124  3.24437  -3.39420
N  -4.40118  4.36793  -4.96597
H  -4.73184  7.12424  -5.21416
H  -3.23793  7.54119  -4.51862
H  -4.36894  6.69753  -3.46921
H  -2.92021  5.55375  -5.99422
H  -2.47502  5.13166  -2.98437
H  -1.40385  5.76596  -4.32769
H  -0.78631  2.18400  -3.60688
H  -1.41495  3.25102  -2.42556
H  0.08673  3.71771  -3.37073
H  -5.16706  4.61206  -5.58438
H  -4.02773  3.46717  -5.25281

***

[6]
# C22H45F9NO9PSSi2

A molecular structure, C22H45F9NO9PSSi2 in a non-equilibrium geometry (wB97M-V/def2-TZVPD, OMol25).

Its gap between HOMO and LUMO is 8.7 eV. The HOMO energy comes out at -8.445 eV. The energy comes out at -103797.5177 eV.

Atoms and positions in Å:
C  2.75986  1.74867  0.33761
C  2.08632  2.91624  0.28141
C  0.75986  3.18587  -0.37398
Si  -0.36246  1.72124  -0.74108
C  0.02057  0.84516  -2.36590
C  1.49414  0.92343  -2.81955
C  2.27659  -0.38126  -2.66855
F  1.92270  -0.94572  -1.49720
F  3.58941  -0.05390  -2.63337
C  1.98306  -1.36004  -3.83579
F  1.89372  -0.73105  -4.99878
F  0.78284  -1.89024  -3.60851
S  3.21370  -2.80305  -4.06179
F  3.66053  -2.71028  -2.54417
F  2.12383  -3.87879  -3.63706
F  2.74153  -2.98684  -5.56700
F  4.33106  -1.78547  -4.52223
F  4.24496  -3.98167  -4.26276
C  -0.36482  0.47435  0.67343
C  -0.15158  1.14052  2.01486
O  -0.77541  2.13167  2.31799
N  0.82680  0.53876  2.82798
C  0.33214  -0.66531  3.51657
C  1.50550  1.48896  3.71731
O  -1.90719  2.36166  -0.78216
Si  -3.13037  1.43758  -1.41485
C  -4.71061  1.80886  -0.43744
O  -5.33239  0.57602  -0.07763
C  -6.47395  0.79357  0.72174
C  -7.45128  -0.40609  0.60807
O  -6.93678  -1.35594  -0.29805
C  -7.52590  -2.64878  -0.18870
C  -8.39260  -2.91908  -1.41711
C  -3.48720  1.82970  -3.22679
C  -3.62735  0.62780  -4.20275
C  -4.05171  -0.68929  -3.59142
O  -2.45197  0.43258  -4.99728
H  2.36041  0.80454  0.69191
H  3.82056  1.76047  0.09324
H  2.56804  3.78654  0.73124
H  0.18710  3.85120  0.28194
H  0.94565  3.73840  -1.30018
H  -0.59013  1.24210  -3.17824
H  -0.32298  -0.18306  -2.24196
H  2.06693  1.63667  -2.22481
H  1.53482  1.28185  -3.84472
H  -1.31766  -0.06041  0.72533
H  0.40364  -0.28818  0.53887
H  0.88541  -1.53879  3.15719
H  -0.71816  -0.85482  3.29963
H  0.53135  -0.61297  4.58375
H  1.12534  1.46491  4.74066
H  1.50785  2.49079  3.30273
H  2.54848  1.17291  3.78848
H  -2.82407  0.01572  -1.16842
H  -5.40969  2.36059  -1.07964
H  -4.47644  2.39549  0.45854
H  -6.16872  0.94839  1.76080
H  -7.00157  1.67348  0.34036
H  -7.62053  -0.85838  1.58973
H  -8.41561  -0.03603  0.23894
H  -8.13833  -2.72570  0.71214
H  -6.69759  -3.35728  -0.14881
H  -7.90421  -2.48064  -2.28627
H  -8.49412  -3.99494  -1.55448
H  -9.36492  -2.43809  -1.31874
H  -4.43633  2.36886  -3.26861
H  -2.74446  2.50844  -3.65385
H  -4.42591  0.90158  -4.90382
H  -4.94437  -0.56889  -2.97611
H  -3.24848  -1.19747  -3.06351
H  -4.34355  -1.34916  -4.41194
H  -2.35018  1.24547  -5.50289
C  6.96012  0.19976  2.31130
O  6.04738  0.62448  3.33979
P  5.57430  -0.48354  4.43459
O  4.39409  0.07123  5.09638
O  6.92308  -0.38183  5.33600
C  7.68424  0.80166  5.49484
O  5.51422  -2.07780  4.58344
C  6.68862  -2.88952  4.39138
H  7.32553  1.08771  1.80427
H  7.81364  -0.34352  2.72932
H  6.46746  -0.46184  1.59757
H  7.05811  1.63746  5.80420
H  8.25187  1.05867  4.59935
H  8.42120  0.59994  6.27129
H  7.42400  -2.68220  5.16357
H  7.13022  -2.72673  3.40903
H  6.37884  -3.92731  4.48014